# 1
10
Properties=species:S:1:pos:R:3:forces:R:3:lowdin_charge:R:1 method="wB97M-V/def2-TZVPD" charge=+1 orbital_gap_ha="0.2471 / 0.2448" lumo_energy_ev="-4.356 / -4.655"
C 1.3193 -1.8772 -0.0006 8.183 6.952 0.587 -0.030
C 2.2627 -0.8761 0.0120 -6.491 -8.889 0.226 0.000
H 1.6865 -2.8982 0.2755 -1.547 0.338 -0.521 0.058
H 3.2971 -1.0950 0.3317 -0.161 1.634 -0.297 0.051
Sc -3.4000 1.3873 -0.0098 0.504 -0.577 0.222 1.051
C -1.5904 0.2075 0.4623 0.292 1.079 -0.216 -0.212
C -0.6908 1.0542 0.0638 -0.770 0.473 -0.218 -0.480
O -0.0904 1.9930 -0.4009 -0.505 -1.112 0.228 -0.084
H -1.5213 -0.7160 1.0292 0.131 0.200 -0.251 0.040
Li -1.2727 2.8206 -1.7631 0.364 -0.096 0.239 0.606


# 2
47
Properties=species:S:1:pos:R:3:forces:R:3:lowdin_charge:R:1 method="wB97M-V/def2-TZVPD" charge=+2 orbital_gap_ha=0.2763 lumo_energy_ev=-6.768
Ca -0.3321 0.7160 -2.8550 -0.096 0.029 -0.145 1.328
C -4.3835 -1.7284 -2.6979 0.000 -0.014 0.034 -0.067
C -3.2240 -1.1740 -3.2250 0.060 0.007 -0.012 -0.086
N -2.1488 -0.9546 -2.4716 -0.020 0.115 0.048 -0.012
C -2.2231 -1.3000 -1.1743 0.016 0.021 0.063 -0.206
C -3.3990 -1.8335 -0.6616 -0.061 -0.061 -0.103 -0.032
N -4.4710 -2.0455 -1.4154 0.006 0.010 0.005 0.132
C -1.0090 -1.0950 -0.3327 0.005 0.007 -0.007 -0.192
C -0.9645 -1.4198 1.0122 -0.009 -0.107 0.017 0.075
C 0.2107 -1.2331 1.7388 0.004 0.022 -0.041 -0.093
C 1.3188 -0.7390 1.0457 0.014 0.026 0.061 0.070
C 1.2120 -0.4485 -0.3008 -0.021 -0.042 -0.017 -0.195
N 0.0603 -0.6005 -0.9668 0.014 0.025 0.072 0.002
C 2.3677 0.0121 -1.1230 0.039 0.016 0.051 -0.185
C 3.6733 0.0094 -0.6372 0.056 -0.018 -0.068 -0.032
N 4.7103 0.3663 -1.3816 -0.007 0.003 -0.004 0.131
C 4.4661 0.7223 -2.6359 0.017 -0.015 0.038 -0.073
C 3.1731 0.7431 -3.1358 -0.085 0.002 -0.017 -0.099
N 2.1242 0.3998 -2.3855 -0.056 0.059 0.043 0.000
C 0.2838 -1.5581 3.1814 0.009 -0.004 0.009 -0.169
C 1.4987 -1.8363 3.7998 0.077 -0.064 0.004 -0.005
C 1.5131 -2.1413 5.1532 -0.054 -0.003 0.023 -0.106
N 0.4193 -2.1768 5.9072 0.001 0.012 -0.039 0.093
C -0.7416 -1.9094 5.3178 0.054 -0.008 0.017 -0.107
C -0.8613 -1.6011 3.9707 -0.074 0.062 0.039 -0.006
H -5.2477 -1.9070 -3.3249 -0.008 -0.010 0.019 0.128
H -3.1720 -0.9079 -4.2735 0.014 0.016 -0.005 0.120
H -3.4924 -2.1056 0.3806 -0.010 -0.007 -0.002 0.123
H -1.8274 -1.8457 1.4986 0.015 -0.007 0.016 0.111
H 2.2460 -0.5700 1.5708 -0.016 -0.006 0.013 0.112
H 3.8977 -0.3019 0.3741 0.010 0.001 -0.007 0.125
H 5.3086 0.9972 -3.2583 0.006 -0.007 0.025 0.128
H 2.9864 1.0374 -4.1623 -0.016 0.000 0.003 0.119
H 2.4346 -1.8613 3.2577 -0.032 0.004 -0.040 0.111
H 2.4491 -2.3719 5.6486 -0.021 0.003 0.001 0.120
H -1.6221 -1.9395 5.9491 0.020 -0.003 -0.001 0.119
H -1.8441 -1.3718 3.5808 0.025 0.008 -0.043 0.111
N 0.4735 3.1984 -2.5555 0.022 -0.030 -0.033 -0.050
N 0.1039 3.5726 -1.2442 0.072 -0.079 -0.026 -0.072
C -1.1531 3.3093 -0.8027 -0.094 0.125 0.039 -0.860
N -1.4751 3.8403 0.3722 -0.006 0.058 -0.051 0.134
S -2.2694 2.3868 -1.6712 0.146 -0.182 -0.005 0.626
H 1.4887 3.2201 -2.5899 0.007 -0.005 0.011 0.099
H 0.1287 3.8952 -3.2152 -0.003 0.026 -0.020 0.117
H 0.5982 4.3620 -0.8513 -0.015 0.054 0.016 0.161
H -0.8707 4.4716 0.8758 0.000 -0.019 0.009 0.131
H -2.4147 3.7178 0.7135 -0.006 -0.020 0.010 0.118


# 3
83
Properties=species:S:1:pos:R:3:forces:R:3:mulliken_spin:R:1 method="wB97M-V/def2-TZVPD" s2=0.765 spin_multiplicity=2 charge=-1 orbital_gap_ha="0.1316 / 0.2387" lumo_energy_ev="2.096 / 2.094"
K -0.6414 0.3998 0.5423 0.603 1.075 -0.283 -0.005
C 1.0427 -3.8472 2.0945 -0.106 -0.004 -0.119 0.001
P 0.8829 -2.3662 1.0081 0.631 -0.186 0.296 0.000
C 2.3261 -1.4059 1.6426 0.036 -0.127 -0.116 0.000
C 1.5736 -3.0137 -0.5735 -0.081 0.048 -0.179 -0.001
C 2.7930 -3.6688 -0.7073 -0.013 -0.035 0.050 0.000
C 3.2705 -4.0383 -1.9572 0.070 -0.005 0.010 0.000
C 2.5290 -3.7401 -3.0898 -0.032 0.016 0.002 0.000
C 1.2973 -3.1102 -2.9708 -0.066 -0.026 0.001 -0.001
C 0.7946 -2.7582 -1.7193 0.071 -0.033 0.189 0.004
P -0.8338 -1.9338 -1.4290 -0.204 -0.231 -0.663 0.008
C -1.5577 -1.9371 -3.1311 0.193 -0.051 0.059 -0.005
C -1.7984 -3.3465 -0.7381 0.095 0.067 0.087 -0.013
H 2.0643 -4.2332 2.1054 -0.014 -0.023 0.028 0.001
H 0.3653 -4.6305 1.7510 0.002 0.002 0.027 0.001
H 0.7546 -3.5682 3.1091 0.004 0.010 -0.002 0.002
H 3.2231 -2.0250 1.7390 -0.005 0.030 0.025 0.000
H 2.0719 -0.9875 2.6187 -0.008 -0.008 -0.009 0.000
H 2.5263 -0.5784 0.9604 -0.014 0.016 0.058 -0.001
H 3.3859 -3.8893 0.1746 0.006 0.032 -0.004 0.000
H 4.2286 -4.5361 -2.0527 -0.022 -0.011 0.030 0.000
H 2.9081 -4.0052 -4.0693 -0.013 0.009 -0.010 0.000
H 0.7236 -2.9024 -3.8655 0.007 0.004 0.009 0.000
H -1.5713 -2.9284 -3.5918 -0.022 0.027 -0.024 0.000
H -1.0144 -1.2407 -3.7730 -0.024 -0.030 -0.004 0.000
H -2.5807 -1.5711 -3.0373 -0.006 0.002 -0.011 0.003
H -1.4608 -4.2980 -1.1526 -0.049 -0.014 -0.030 0.004
H -2.8496 -3.1902 -0.9846 -0.008 0.010 0.026 0.004
H -1.7102 -3.3476 0.3490 -0.020 0.040 -0.025 0.010
C -0.7764 0.6605 4.0676 0.090 -0.009 0.017 0.036
N -1.4673 1.7380 3.3885 -0.089 -0.042 -0.156 -0.010
C -2.8431 1.9019 3.3617 0.111 0.030 0.143 -0.023
C -3.0841 2.9736 2.5839 0.074 0.077 -0.060 0.018
N -1.8771 3.4644 2.1209 -0.014 0.031 0.027 0.006
B -1.7486 4.7745 1.2908 0.006 -0.045 -0.018 -0.005
N -1.0719 4.5108 -0.1052 0.025 -0.069 0.046 0.001
C -0.0688 5.3016 -0.6163 -0.133 0.012 0.102 0.000
C 0.2207 4.8820 -1.8665 0.016 -0.138 -0.048 0.000
N -0.5994 3.7913 -2.1098 -0.067 0.004 0.015 0.000
C -0.6435 3.0018 -3.3185 0.030 0.051 -0.004 0.000
C -1.4092 3.5800 -1.0248 0.168 0.156 -0.096 0.001
S -2.6002 2.3774 -0.9412 -0.042 0.027 -0.153 -0.001
C -0.8836 2.6880 2.6012 -0.212 -0.025 0.222 0.000
S 0.7873 2.7872 2.2819 0.094 0.031 -0.028 0.002
H -1.3308 0.4025 4.9687 -0.026 0.007 -0.004 -0.015
H 0.2248 0.9953 4.3281 -0.005 0.049 0.014 0.006
H -0.7227 -0.2204 3.4211 -0.072 0.022 0.022 0.000
H -3.5103 1.2395 3.8868 0.051 -0.035 -0.063 -0.002
H -4.0152 3.4257 2.2928 0.051 0.001 -0.015 0.003
H -2.8740 5.1888 1.1089 0.041 -0.002 0.022 0.000
H -1.0357 5.5681 1.8665 -0.041 0.003 -0.046 0.000
H 0.3453 6.1065 -0.0343 -0.002 -0.045 -0.009 0.000
H 0.9216 5.2470 -2.5977 -0.039 0.004 -0.012 0.000
H 0.1852 3.2998 -3.9606 -0.003 -0.004 0.031 0.000
H -1.5871 3.1503 -3.8435 -0.025 0.002 0.011 0.000
H -0.5601 1.9435 -3.0760 0.016 -0.027 0.022 0.001
N 2.9743 2.8846 -1.8483 0.092 0.000 -0.124 0.000
C 2.1498 2.2522 -0.9608 0.032 0.081 0.083 -0.001
N 2.4036 0.9827 -0.8530 -0.161 -0.287 0.049 0.000
C 3.4680 0.7407 -1.7112 -0.026 0.239 -0.031 0.001
C 4.1660 -0.4357 -1.9670 -0.045 -0.068 -0.003 0.000
C 5.2132 -0.3815 -2.8686 -0.003 -0.033 0.025 0.000
C 5.5690 0.8153 -3.5095 -0.012 -0.031 -0.001 0.000
C 4.8909 1.9947 -3.2615 -0.017 0.025 -0.001 0.000
C 3.8433 1.9339 -2.3495 -0.095 0.001 0.093 0.000
H 2.9671 3.8670 -2.0512 -0.054 0.033 0.046 0.000
H 1.4057 2.7868 -0.3783 0.063 -0.015 -0.067 0.000
H 3.8845 -1.3566 -1.4692 0.017 0.046 -0.069 0.000
H 5.7743 -1.2830 -3.0838 -0.014 0.018 -0.015 0.000
H 6.3915 0.8150 -4.2139 0.000 -0.001 0.013 0.000
H 5.1661 2.9188 -3.7546 0.013 -0.008 0.006 0.000
O -1.9166 -1.0718 1.7129 -1.140 -0.746 0.665 -0.019
N -3.0887 -1.3988 2.3058 0.168 0.030 0.068 0.292
C -3.1123 -2.3324 3.3326 0.037 0.036 -0.079 0.176
C -4.2800 -2.6485 3.9632 -0.103 0.083 -0.069 -0.110
C -5.5042 -2.0468 3.5868 0.046 0.027 -0.005 0.422
C -5.4510 -1.1213 2.5050 0.002 -0.116 0.117 -0.058
C -4.2737 -0.8188 1.8943 0.072 -0.016 -0.059 0.142
H -2.1521 -2.7644 3.5740 0.002 0.024 -0.021 0.052
H -4.2477 -3.3794 4.7629 0.027 0.003 -0.008 -0.008
H -6.4323 -2.2857 4.0853 0.019 -0.003 -0.017 0.049
H -6.3520 -0.6373 2.1482 0.027 0.018 -0.018 -0.005
H -4.1764 -0.1115 1.0826 0.039 -0.011 0.019 0.040


Q: Which energy relative to the best compared isomer or geometry (same formula, charge and spin) values were calculated for the entries above? A: 0.000; 0.147; 0.377, in eV.